16
Properties=species:S:1:pos:R:3:forces:R:3:lowdin_charge:R:1 method="wB97M-V/def2-TZVPD" max_force_ev_per_a=4.531 charge=-1 gap_ev=8.7 e_above_lowest_kj_mol=142.9 e_tot_ev=-11911.8130
C -0.765 3.122 0.185 -0.14 -1.39 -1.76 -0.036
C -1.771 1.953 -0.284 2.29 0.41 -2.61 -0.670
O -1.157 0.988 -0.924 -0.87 1.02 1.18 -0.132
O -2.976 2.134 -0.246 -0.44 0.06 0.73 -0.028
H -1.326 3.775 0.806 0.16 0.38 1.34 0.032
H -0.357 3.772 -0.627 -0.88 -0.68 -0.13 0.061
H 0.151 2.590 0.455 -0.17 0.36 1.15 0.049
C 1.359 -3.077 0.337 1.39 4.29 -0.39 -0.011
C 0.820 -1.849 -0.513 -0.42 0.35 0.06 -0.577
O 0.888 -1.833 -1.737 0.22 -0.80 0.13 -0.025
N 0.326 -0.784 0.170 0.13 -0.14 -3.25 0.115
H -0.213 0.107 -0.384 0.34 -1.12 0.93 0.076
H 0.409 -0.864 1.119 -0.11 0.08 2.75 0.022
H 1.540 -2.711 1.346 0.36 -0.09 0.16 0.057
H 2.256 -3.412 -0.130 1.01 0.06 -0.25 0.055
H 0.816 -3.912 0.427 -2.89 -2.81 -0.04 0.010